This record from the OMol25 dataset describes C25H27BiN4S as an isolated structure. The level of theory is ωB97M-V with the def2-TZVPD basis set.

Results
E_HOMO = -13.7930 eV
LUMO energy = -6.86 eV
DFT total energy = -1800.1556 a.u.
frontier orbital gap = 6.932 eV
molar mass = 624.566 g mol⁻¹
ΔE to the lowest compared entry with this formula, charge and spin = 0.00 kJ/mol
strongest force on any atom = 1.02 eV Å⁻¹

```
! wB97M-V def2-TZVPD RIJCOSX def2/J DEFGRID3
* xyz 2 1
Bi -0.9930 0.0089 0.0970
C -3.8882 0.2643 0.2810
C -3.6999 0.7349 1.5790
C -3.5878 -0.1571 2.6324
C -3.6792 -1.5217 2.3972
C -3.8785 -1.9953 1.1094
C -3.9781 -1.1066 0.0483
H -4.0253 0.9675 -0.5277
H -3.6587 1.7975 1.7610
H -3.4606 0.2056 3.6415
H -3.6327 -2.2113 3.2260
H -3.9964 -3.0534 0.9343
H -4.1725 -1.4789 -0.9464
C 3.9382 -0.9055 -2.7279
C 2.9911 0.0070 -1.9466
C 3.0584 -0.2733 -0.4700
C 4.1812 0.1482 0.2336
C 4.3064 -0.0612 1.5945
C 3.2974 -0.7049 2.2897
C 2.1558 -1.1360 1.6335
C 1.1008 -1.8972 2.3802
C 1.2109 -3.3967 2.0937
C 2.0419 -0.9140 0.2543
N 0.8218 -1.1925 -0.3892
C 0.7043 -1.8579 -1.5084
C -0.4376 -1.6850 -2.2891
C -0.8387 -2.1662 -3.5407
C -1.9990 -1.4806 -3.8829
C -2.2872 -0.6115 -2.8435
N -1.3579 -0.7286 -1.8743
H 3.9171 -0.6442 -3.7808
H 3.6585 -1.9504 -2.6185
H 4.9543 -0.7808 -2.3692
H 1.9758 -0.1163 -2.3380
H 3.2927 1.0458 -2.1096
H 4.9677 0.6530 -0.3068
H 5.1853 0.2822 2.1158
H 3.3925 -0.8759 3.3508
H 0.0954 -1.5425 2.1057
H 1.2297 -1.7306 3.4501
H 1.1590 -3.5990 1.0270
H 0.4093 -3.9373 2.5861
H 2.1548 -3.7808 2.4703
H 1.4934 -2.5312 -1.8165
H -0.3278 -2.9093 -4.1195
H -2.5624 -1.5826 -4.7862
H -3.0932 0.0904 -2.7684
S 0.3978 1.9899 -0.8449
C -0.3438 3.3362 -0.0889
N 0.3379 4.5143 -0.1041
C -0.1788 5.6193 0.4554
C -1.4279 5.5636 1.0277
C -2.0830 4.3254 1.0003
N -1.5404 3.2461 0.4722
H 1.2449 4.5478 -0.5682
H 0.4156 6.5226 0.4310
H -1.8841 6.4334 1.4721
H -3.0775 4.2123 1.4154
*
```

Atom charges from the natural (NBO) analysis, given in e for atoms 1 to 2:
1. Bi 1.8040
2. C -0.3112

This record from the OMol25 dataset describes C32H31AuGeN3O3S as an isolated structure. The level of theory is ωB97M-V with the def2-TZVPD basis set.

Results
E_HOMO = -4.0240 eV
LUMO energy = 2.47 eV
DFT total energy = -4238.7622 a.u.
frontier orbital gap = 6.498 eV
molar mass = 807.262 g mol⁻¹
strongest force on any atom = 2.53 eV Å⁻¹

```
! wB97M-V def2-TZVPD RIJCOSX def2/J DEFGRID3
* xyz -1 1
Au -0.4457 1.7570 0.6100
O 3.5090 3.7925 -0.2555
C 2.4392 3.2670 0.0954
O 2.1765 2.0922 0.4075
C 1.2407 4.2610 0.1509
C 1.5109 5.6265 0.1882
C 0.4725 6.5337 0.2408
C -0.8322 6.0595 0.2253
C -1.0325 4.6954 0.1764
N -0.0247 3.8133 0.1465
H 2.5497 5.9221 0.1852
H 0.6707 7.5980 0.2932
H -1.6819 6.7282 0.2547
H -2.0247 4.2626 0.1717
N -4.9784 0.8897 0.9453
C -5.2416 1.5456 -0.2370
C -4.1811 2.3839 -0.4223
N -3.2874 2.2519 0.6119
C -3.7896 1.3540 1.4122
H -5.5347 0.1678 1.3639
H -6.1282 1.3553 -0.8160
H -3.9923 3.0431 -1.2543
H -3.3061 0.9845 2.3035
C -0.6202 -0.3394 0.9083
Ge 0.3329 -1.2139 -0.4729
C -0.8475 -0.8960 -2.0371
C -0.3976 -0.9844 -3.3541
C -1.2671 -0.8244 -4.4274
C -2.6149 -0.5837 -4.1987
C -3.0822 -0.5042 -2.8930
C -2.2052 -0.6531 -1.8265
C 0.2067 -3.1948 -0.4028
C -0.7779 -3.7910 0.3848
C -1.0107 -5.1605 0.3373
C -0.2553 -5.9634 -0.5067
C 0.7362 -5.3885 -1.2916
C 0.9618 -4.0187 -1.2377
C 2.1479 -0.7940 -1.0781
C 2.3770 0.2618 -1.9566
C 3.6650 0.6041 -2.3399
C 4.7492 -0.1052 -1.8437
C 4.5407 -1.1533 -0.9584
C 3.2479 -1.4876 -0.5772
H 0.6503 -1.1842 -3.5533
H -0.8910 -0.8880 -5.4423
H -3.2961 -0.4587 -5.0326
H -4.1335 -0.3186 -2.7034
H -2.5617 -0.5630 -0.8054
H -1.3764 -3.1630 1.0389
H -1.7861 -5.6013 0.9536
H -0.4405 -7.0298 -0.5563
H 1.3309 -6.0086 -1.9524
H 1.7377 -3.5840 -1.8596
H 1.5403 0.8467 -2.3209
H 3.8248 1.4472 -2.9997
H 5.7561 0.1721 -2.1309
H 5.3843 -1.7005 -0.5536
H 3.0986 -2.3045 0.1231
O -0.5169 0.8040 3.1864
S -0.1421 -0.4229 2.4354
C 1.6649 -0.5166 2.5210
C 1.9481 -0.5849 3.9988
C 1.0893 -1.7873 4.4516
C -0.3147 -1.6405 3.8584
H 2.0590 0.3336 1.9595
H 1.9578 -1.4590 2.0436
H 1.6107 0.3375 4.4739
H 3.0057 -0.7142 4.2318
H 1.0365 -1.8408 5.5411
H 1.5516 -2.7102 4.0956
H -0.9992 -1.1001 4.5036
H -0.7630 -2.5551 3.4688
*
```

Atom charges from the Mulliken analysis, given in e for atoms 1 to 2:
1. Au 0.2323
2. O -0.8106